# 1
Molecular formula: C41H46F6FeN3O4P2S2
Method: DFT, ωB97M-V/def2-TZVPD

Its expectation value of S² is 1.039. As for the total energy: -146848.180 eV. Its highest occupied orbital energy (alpha / beta) is -12.2 / -12.2 eV. The value obtained for the HOMO-LUMO gap (alpha / beta) is 4.3 / 3.6 eV.

The geometry in ORCA input format:
```
! wB97M-V def2-TZVPD RIJCOSX def2/J DEFGRID3
* xyz 2 2
Fe 1.70 0.05 -0.78
C 6.20 2.04 1.90
O 5.42 0.93 1.47
C 4.50 1.04 0.53
O 3.75 0.08 0.32
N 4.32 2.22 -0.11
N 3.28 2.29 -1.05
H 6.70 1.70 2.80
H 5.57 2.90 2.15
H 6.95 2.32 1.15
H 5.08 2.89 -0.16
H 3.61 2.19 -2.01
H 2.81 3.19 -0.97
C -6.54 1.89 -0.49
S -5.72 3.49 -0.67
C -4.00 3.06 -0.24
C -3.31 2.27 -1.35
C -1.79 2.27 -1.22
N -1.29 1.38 -0.16
P 0.22 1.94 0.53
C -0.31 3.58 1.18
C -1.44 3.64 2.00
C -1.82 4.85 2.55
C -1.09 6.00 2.29
C 0.04 5.93 1.49
C 0.43 4.73 0.93
C 0.36 1.08 2.13
C 1.65 1.03 2.65
C 1.88 0.53 3.92
C 0.82 0.05 4.67
C -0.47 0.09 4.16
C -0.70 0.61 2.90
P -1.02 -0.33 -0.49
C -2.05 -1.12 0.80
C -3.30 -0.63 1.15
C -4.07 -1.31 2.07
C -3.60 -2.48 2.66
C -2.34 -2.96 2.32
C -1.57 -2.28 1.39
C -2.00 -0.65 -2.00
C -1.48 -0.21 -3.21
C -2.18 -0.41 -4.39
C -3.40 -1.07 -4.37
C -3.89 -1.56 -3.17
C -3.20 -1.37 -1.99
H -7.59 2.05 -0.70
H -6.42 1.53 0.53
H -6.12 1.18 -1.20
H -4.01 2.53 0.71
H -3.51 4.03 -0.10
H -3.55 2.73 -2.31
H -3.68 1.24 -1.37
H -1.45 3.28 -1.00
H -1.37 1.99 -2.19
H -2.01 2.75 2.20
H -2.68 4.89 3.20
H -1.40 6.94 2.72
H 0.62 6.82 1.30
H 1.30 4.68 0.29
H 2.47 1.43 2.06
H 2.88 0.54 4.34
H 0.99 -0.33 5.67
H -1.30 -0.27 4.75
H -1.71 0.67 2.52
H -3.68 0.28 0.70
H -5.05 -0.95 2.34
H -4.21 -3.02 3.37
H -1.96 -3.86 2.78
H -0.60 -2.65 1.11
H -0.51 0.26 -3.22
H -1.76 -0.05 -5.32
H -3.95 -1.21 -5.28
H -4.82 -2.10 -3.16
H -3.61 -1.75 -1.06
C 4.04 -3.13 0.40
S 2.57 -2.51 1.29
O 1.69 -1.86 0.24
C 1.80 -4.15 1.50
C 1.08 -4.71 0.46
C 0.50 -5.95 0.62
C 0.65 -6.63 1.82
C 1.38 -6.07 2.86
C 1.95 -4.82 2.70
H 3.74 -3.54 -0.56
H 4.51 -3.89 1.01
H 4.71 -2.29 0.26
H 0.97 -4.15 -0.46
H -0.07 -6.39 -0.19
H 0.21 -7.61 1.94
H 1.49 -6.61 3.79
H 2.51 -4.37 3.51
C 1.37 -1.91 -4.35
C 2.07 -0.64 -3.85
O 1.50 -0.03 -2.77
C 2.13 0.42 -4.98
F 2.77 0.00 -6.07
F 2.73 1.54 -4.56
F 0.89 0.75 -5.34
C 3.50 -1.01 -3.37
F 3.36 -1.71 -2.22
F 4.22 -1.73 -4.21
F 4.21 0.08 -3.02
H 0.43 -1.63 -4.84
H 1.15 -2.56 -3.51
H 2.00 -2.43 -5.07
*
```

Atomic partial charges in e from the Löwdin method, atoms 1 to 4: 0.77, -0.02, 0.03, -0.56

# 2
Molecular formula: C41H47N7SeZn
Method: DFT, ωB97M-V/def2-TZVPD

As for the total energy: -167475.893 eV. Its energy relative to the best compared isomer or geometry (same formula, charge and spin) is 20.3 kcal/mol. Its highest occupied orbital energy (alpha / beta) is -6.3 / -6.3 eV. The value obtained for the HOMO-LUMO gap (alpha / beta) is 5.2 / 5.2 eV.

The geometry in ORCA input format:
```
! wB97M-V def2-TZVPD RIJCOSX def2/J DEFGRID3
* xyz 0 1
Zn 0.22 -0.07 -0.04
C -2.83 -0.59 -5.98
C -1.60 -1.27 -5.35
C -0.93 -0.58 -4.20
C -0.28 0.59 -4.26
C -0.11 1.49 -5.48
C -1.12 2.65 -5.42
C 0.24 0.91 -2.97
N -0.23 -0.05 -2.09
C -0.95 -0.96 -2.81
C -1.62 -2.06 -2.29
C -1.58 -2.48 -0.92
C -2.54 -3.37 -0.32
C -3.85 -3.90 -1.01
C -4.92 -2.76 -1.00
C -2.24 -3.40 1.03
C -1.10 -2.55 1.15
C -0.40 -2.26 2.36
C 0.59 -1.39 2.66
N 1.02 -0.42 1.79
C 2.06 0.20 2.40
C 2.72 1.34 1.91
C 2.49 1.91 0.67
N 1.68 1.37 -0.29
C 1.75 2.19 -1.41
C 1.13 1.96 -2.65
C 2.71 3.28 -1.13
C 3.16 3.11 0.14
C 4.09 4.01 0.87
C 5.55 3.55 1.13
C 3.12 4.29 -2.19
C 4.40 3.88 -2.95
C 2.30 -0.41 3.70
C 1.40 -1.39 3.87
C 1.31 -2.35 5.04
C 0.22 -2.04 6.05
C 3.52 -0.09 4.54
C 4.63 -0.89 3.90
N -0.72 -1.95 0.02
C -3.01 -4.06 2.11
C -2.76 -5.53 2.38
H -3.17 -1.13 -6.85
H -3.65 -0.63 -5.19
H -2.66 0.43 -6.23
H -1.93 -2.31 -5.13
H -0.77 -1.36 -6.11
H 0.94 1.76 -5.60
H -0.34 0.89 -6.38
H -0.87 3.33 -4.56
H -0.99 3.20 -6.34
H -2.17 2.30 -5.39
H -2.35 -2.61 -2.86
H -3.66 -4.26 -2.02
H -4.18 -4.71 -0.42
H -4.60 -2.03 -1.76
H -5.90 -3.11 -1.33
H -5.08 -2.30 -0.01
H -0.63 -3.00 3.10
H 3.48 1.75 2.63
H 1.25 2.70 -3.39
H 4.06 5.01 0.42
H 3.69 4.19 1.85
H 6.20 3.55 0.25
H 6.05 4.19 1.93
H 5.56 2.52 1.57
H 2.23 4.32 -2.82
H 3.25 5.26 -1.71
H 4.44 2.82 -3.32
H 4.61 4.55 -3.82
H 5.27 3.97 -2.26
H 1.24 -3.38 4.57
H 2.25 -2.31 5.57
H -0.77 -2.01 5.58
H 0.18 -2.82 6.81
H 0.44 -1.11 6.57
H 3.68 1.01 4.48
H 3.32 -0.40 5.56
H 4.73 -0.66 2.81
H 5.67 -0.75 4.32
H 4.40 -1.97 4.01
H -2.82 -3.45 3.04
H -4.13 -3.94 1.99
H -1.68 -5.71 2.46
H -3.27 -5.97 3.26
H -3.08 -6.18 1.49
Se -1.27 3.70 3.18
N -2.99 3.43 3.00
C -3.03 2.45 2.05
C -4.27 1.81 1.58
C -4.16 0.86 0.66
C -2.86 0.42 0.21
N -1.71 0.93 0.59
C -1.81 1.96 1.51
N -0.70 2.50 2.02
H -5.17 2.30 1.90
H -5.00 0.39 0.17
H -2.78 -0.29 -0.61
*
```

Atomic partial charges in e from the Löwdin method, atoms 1 to 4: 0.70, -0.08, -0.19, -0.15

# 3
Molecular formula: C41H48AsNO3RhSSi
Method: DFT, ωB97M-V/def2-TZVPD

Its expectation value of S² is 6.017. As for the total energy: -133491.655 eV. Its energy relative to the best compared isomer or geometry (same formula, charge and spin) is 5.1 kcal/mol. Its highest occupied orbital energy (alpha / beta) is -4.0 / -5.1 eV. The value obtained for the HOMO-LUMO gap (alpha / beta) is 6.6 / 7.2 eV.

The geometry in ORCA input format:
```
! wB97M-V def2-TZVPD RIJCOSX def2/J DEFGRID3
* xyz -1 5
Rh 0.00 -0.41 -0.20
S 1.41 -2.15 -0.99
C 3.08 -1.55 -1.10
C 4.04 -2.47 -1.54
C 5.37 -2.11 -1.69
C 5.77 -0.81 -1.41
C 4.83 0.11 -0.97
C 3.50 -0.25 -0.80
As 2.22 1.06 -0.16
C 2.74 2.61 -1.23
C 3.62 3.58 -0.75
C 3.98 4.67 -1.54
C 3.45 4.80 -2.81
C 2.57 3.84 -3.29
C 2.21 2.76 -2.51
C 2.99 1.59 1.56
C 4.08 0.98 2.16
C 4.48 1.36 3.43
C 3.79 2.35 4.12
C 2.69 2.96 3.53
C 2.29 2.57 2.26
H 3.73 -3.48 -1.77
H 6.08 -2.84 -2.04
H 6.81 -0.51 -1.54
H 5.13 1.13 -0.76
H 4.04 3.49 0.25
H 4.66 5.41 -1.15
H 3.72 5.65 -3.42
H 2.15 3.94 -4.28
H 1.50 2.03 -2.89
H 4.62 0.20 1.64
H 5.34 0.88 3.89
H 4.10 2.64 5.11
H 2.13 3.71 4.06
H 1.41 3.03 1.82
N -2.07 -1.37 -0.70
C -2.68 -0.63 -1.82
C -1.79 -0.67 -3.06
C -0.78 0.48 -3.13
O -0.67 1.14 -4.16
O -0.09 0.71 -2.06
H -2.12 -2.37 -0.85
H -2.50 -1.12 0.18
H -2.80 0.40 -1.47
H -3.68 -1.02 -2.06
H -2.39 -0.63 -3.97
H -1.23 -1.61 -3.07
C 0.58 -2.25 4.37
C 0.21 -1.99 2.90
C 0.11 -3.32 2.17
C 1.21 -1.04 2.31
H -0.18 -2.87 4.85
H 0.67 -1.31 4.93
H 1.53 -2.77 4.43
H -0.77 -1.49 2.87
H 1.07 -3.83 2.14
H -0.20 -3.20 1.13
H -0.61 -3.98 2.67
H 2.20 -1.42 2.05
H 1.20 -0.03 2.70
C -4.68 1.35 1.10
C -3.81 1.41 2.36
C -3.79 0.01 3.00
C -4.44 2.37 3.36
Si -2.00 1.84 1.86
O -1.34 0.54 1.20
C -1.97 3.35 0.73
C -2.69 4.53 0.95
C -2.59 5.61 0.09
C -1.76 5.55 -1.02
C -1.03 4.39 -1.26
C -1.14 3.31 -0.39
C -1.13 2.33 3.48
C -0.99 3.66 3.89
C -0.45 3.98 5.13
C -0.02 2.97 5.98
C -0.14 1.65 5.58
C -0.69 1.34 4.35
H -5.69 1.03 1.35
H -4.28 0.64 0.37
H -4.74 2.32 0.61
H -4.82 -0.30 3.24
H -3.23 0.01 3.94
H -3.35 -0.73 2.34
H -5.45 2.04 3.61
H -4.53 3.39 2.97
H -3.86 2.42 4.29
H -3.35 4.62 1.81
H -3.16 6.51 0.28
H -1.68 6.39 -1.70
H -0.38 4.31 -2.12
H -0.57 2.42 -0.61
H -1.30 4.46 3.23
H -0.35 5.02 5.42
H 0.41 3.21 6.95
H 0.21 0.85 6.24
H -0.77 0.30 4.05
*
```

Atomic partial charges in e from the Löwdin method, atoms 1 to 4: 0.71, 0.56, -0.67, -0.15

- Among the records above, which one has the highest total energy?
  C41H48AsNO3RhSSi

- Which of these has the highest total energy?
  C41H48AsNO3RhSSi